Entry 1:
{
  "formula": "C6H13O3Zn",
  "method": "wB97M-V/def2-TZVPD",
  "gap_ev": [6.91, 5.43],
  "multiplicity": 2,
  "s_squared": 0.884,
  "total_charge": 2,
  "elements": ["C", "O", "C", "C", "O", "Zn", "H", "H", "H", "H", "H", "H", "C", "C", "O", "C", "H", "H", "H", "H", "H", "H", "H"],
  "positions_angstrom": [[-0.964899, -3.473394, -0.337850], [-1.629102, -2.715091, 0.539954], [-0.886195, -1.797665, 1.351086], [-1.016798, -0.396255, 0.803591], [-0.583105, -0.325227, -0.562171], [-0.735511, -1.673350, -1.816873], [0.089482, -3.694132, -0.121294], [-1.598411, -4.229294, -0.811002], [0.164780, -2.108279, 1.418515], [-1.330448, -1.829099, 2.352063], [-0.397670, 0.247998, 1.437151], [-2.067526, -0.079738, 0.797367], [0.245307, 0.760294, -0.972777], [1.601151, 1.318738, -1.083691], [0.528359, 1.928377, 0.240248], [0.706821, 3.313041, 0.408195], [-0.223223, 1.144382, -1.897770], [1.450760, 0.038589, -0.495458], [1.912802, 1.009557, -2.099920], [-0.145558, 3.682710, 0.987691], [1.644684, 3.519177, 0.947911], [0.714029, 3.835348, -0.562077], [2.520272, 1.523315, -0.522892]],
  "atomic_forces_ev_per_a": [[0.291, 0.691, -0.910], [-0.229, 0.085, 0.619], [0.157, -0.489, -0.190], [-0.837, -0.332, 2.367], [2.295, 3.918, 1.271], [-0.518, -3.868, -2.043], [-0.414, -0.111, -0.095], [0.335, 0.254, 0.109], [-0.151, -0.032, 0.016], [0.101, 0.091, -0.163], [-0.307, 0.099, -0.245], [0.331, 0.083, 0.059], [-2.537, 4.259, -0.291], [3.589, -6.294, -0.853], [-2.282, -1.976, 1.735], [-0.515, 2.205, -0.648], [-0.337, -0.489, 0.280], [1.739, 1.607, -1.280], [0.001, 0.854, -0.385], [0.073, -0.095, -0.081], [-0.289, -0.453, -0.228], [-0.030, -0.083, 0.321], [-0.465, 0.077, 0.637]],
  "mulliken_charge": [-0.320, -0.322, -0.857, -0.076, -0.115, 0.363, 0.296, 0.438, 0.401, 0.366, 0.341, 0.338, 0.445, -1.036, -0.282, -0.668, 0.502, 0.242, 0.464, 0.331, 0.329, 0.367, 0.452]
}

Entry 2:
{
  "formula": "C6H13O7Tl",
  "method": "wB97M-V/def2-TZVPD",
  "gap_ev": [8.74, 6.73],
  "multiplicity": 2,
  "s_squared": 0.754,
  "total_charge": 1,
  "elements": ["Tl", "O", "H", "C", "O", "C", "O", "O", "C", "H", "H", "H", "H", "H", "H", "C", "O", "C", "O", "O", "C", "H", "H", "H", "H", "H", "H"],
  "positions_angstrom": [[-1.580063, -4.852328, -9.231431], [-2.709149, -7.224525, -8.130839], [-3.574872, -6.949315, -7.771255], [-5.939344, -2.270838, -9.597997], [-6.423453, -3.317691, -8.747830], [-5.555545, -4.190110, -8.205699], [-4.454267, -4.394132, -8.709241], [-5.988456, -4.643784, -7.091834], [-5.267648, -5.646271, -6.386722], [-5.821276, -2.802023, -10.542453], [-4.978173, -1.840802, -9.316362], [-6.647083, -1.442662, -9.561361], [-5.693916, -5.859917, -5.406550], [-4.265285, -5.236280, -6.263115], [-5.395707, -6.563173, -6.962044], [-5.990419, -11.580700, -5.917152], [-6.478769, -10.668537, -6.902498], [-5.720475, -9.923610, -7.665428], [-4.508879, -9.994243, -7.690360], [-6.511169, -9.096813, -8.382473], [-5.922732, -8.457353, -9.537932], [-6.365040, -11.257726, -4.945835], [-4.904165, -11.559605, -6.004939], [-6.408200, -12.564024, -6.133090], [-6.170040, -8.956451, -10.474858], [-4.839066, -8.395246, -9.438391], [-6.334470, -7.450296, -9.604324]],
  "atomic_forces_ev_per_a": [[-0.469, -0.167, 0.108], [0.106, 0.477, -0.140], [-0.058, -0.293, 0.018], [0.472, -0.689, -0.631], [-0.010, -0.519, 1.911], [0.852, 2.300, -1.964], [0.392, -0.627, 0.237], [-1.868, -0.274, 1.336], [0.307, -0.076, -0.288], [-0.115, 0.957, -0.484], [0.109, -0.419, 0.401], [-0.264, -0.527, -0.299], [-0.329, 0.612, -0.209], [0.245, -0.712, 0.006], [0.610, -0.206, -0.002], [0.592, 0.228, -0.382], [-1.890, 0.322, -0.101], [0.984, -0.528, 0.190], [-0.366, 0.669, -0.386], [0.379, -0.139, -0.379], [0.218, 0.289, 0.278], [0.230, 0.094, -0.074], [-0.042, -0.329, 0.447], [0.160, 0.104, -0.129], [-0.108, -0.367, 0.287], [-0.039, -0.130, 0.041], [-0.097, -0.051, 0.208]],
  "mulliken_charge": [0.933, -0.433, 0.381, -0.649, -0.332, 0.836, -0.488, -0.313, 0.007, 0.298, 0.293, 0.244, 0.236, 0.319, -0.352, -0.612, -0.342, 0.898, -0.591, -0.332, -0.582, 0.232, 0.341, 0.230, 0.330, 0.267, 0.180]
}